The following is a DFT calculation (ωB97M-V/def2-TZVPD) of a single C17H21N5O2S molecule.

Values from the calculation:
Energy above the lowest of the compared OMol25 structures with the same formula, charge and spin, kcal/mol: 29.9
Kohn-Sham gap, Eh: 0.326
E_LUMO, eV: 0.538
SMILES: Cc1cccc(C(=O)N[C@H](C)/C=C/C(=O)N[C@H](C)c2nncs2)c1N
E_HOMO, eV: -8.32

Structure (XYZ):
```
46
C17H21N5O2S (ωB97M-V/def2-TZVPD)
C -0.3176 1.1519 -7.0669
H -4.2124 -5.6874 1.3822
H -4.6109 -4.9164 2.9082
C -1.1911 -1.3690 1.3341
C -1.0215 0.8344 -3.4575
H 0.5708 1.3834 -4.6321
H -0.9283 1.5416 1.4074
N -0.4063 1.1407 -4.6323
H 0.9623 0.7229 -2.4724
C -1.7373 2.8042 -5.8234
H 0.6491 -1.7803 0.5881
S -2.9620 3.3208 -4.7229
H -4.2047 -3.3292 0.8015
C -0.5922 0.4246 -1.0853
H -2.0153 0.7031 -5.8182
H -3.4180 5.7086 -5.1559
C -1.2759 -2.7512 1.8928
H -0.8911 1.3269 -7.9744
H -3.5872 -1.8644 1.3015
N -1.9534 4.9336 -6.4141
O -2.2336 0.7050 -3.3868
C -0.1315 -3.3681 2.4061
H 0.0351 0.1212 -7.0584
N 0.0107 -1.0309 0.7892
C 0.2669 0.2554 0.1371
C -2.5385 -4.7635 2.3848
H 0.5363 1.8291 -7.0890
H 1.3110 0.2125 -0.1811
C 0.1084 1.4312 1.0998
H 0.7145 -5.1215 3.2962
O -2.1293 -0.5798 1.3504
N -1.3298 3.7364 -6.6232
H 0.7953 -2.8101 2.4571
C -2.8276 4.8591 -5.4642
C -3.8455 -5.5015 2.3955
C -1.3796 -5.3505 2.8574
H -3.7428 -6.4652 2.8915
C -0.1734 -4.6590 2.8873
H -1.4275 -6.3635 3.2400
C -1.1776 1.4009 -5.8395
H -1.6663 0.3658 -0.9472
C -0.1079 0.6545 -2.2976
H 0.4328 2.3492 0.6097
H 0.7234 1.2709 1.9859
C -2.4992 -3.4430 1.8962
N -3.7073 -2.8429 1.5349
```

Atomic partial charges in e from the Löwdin method, atoms 1 to 8: number 1, C, carries -0.0532; number 2, H, carries 0.0810; number 3, H, carries 0.0826; number 4, C, carries -0.4096; number 5, C, carries -0.4999; number 6, H, carries 0.1422; number 7, H, carries 0.0753; number 8, N, carries 0.0913